{"formula": "C27H25N7OPdS2", "method": "ωB97M-V with the def2-TZVPD basis set", "symbols": ["Pd", "C", "C", "N", "N", "C", "S", "S", "C", "C", "C", "C", "C", "C", "C", "C", "C", "C", "C", "C", "C", "O", "H", "H", "H", "H", "H", "H", "H", "H", "H", "H", "H", "H", "H", "H", "C", "C", "N", "C", "C", "N", "C", "N", "N", "N", "C", "C", "C", "C", "C", "C", "H", "H", "H", "H", "H", "H", "H", "H", "H", "H", "H"], "positions_angstrom": [[-0.51943, 0.00091, -0.02244], [1.39261, -0.98720, 1.86609], [0.34934, -1.67175, 0.99896], [0.68601, -1.94406, -0.25800], [-0.07695, -2.88706, -0.94430], [-0.99782, -2.49228, -1.74200], [-1.49376, -0.90223, -2.21909], [-1.87005, -3.88449, -2.54490], [-2.52080, -4.76566, -1.10091], [-3.79316, -4.22490, -0.48186], [-4.31853, -2.97493, -0.78663], [-5.48103, -2.53189, -0.16462], [-6.13663, -3.32836, 0.76377], [-5.61462, -4.57753, 1.07713], [-4.45471, -5.01699, 0.45836], [-0.71496, -2.37727, 1.78965], [-0.59144, -3.72397, 2.08729], [-1.50428, -4.38176, 2.91842], [-2.54495, -3.63439, 3.47178], [-2.70081, -2.29149, 3.17847], [-1.81699, -1.59838, 2.29036], [-1.97872, -0.37623, 1.97331], [2.17824, -0.54063, 1.25368], [1.84615, -1.72216, 2.55323], [0.91477, -0.21579, 2.47000], [-1.72382, -4.77869, -0.35463], [-2.68814, -5.79295, -1.43437], [-3.80252, -2.33150, -1.49181], [-5.86494, -1.54657, -0.40452], [-7.03790, -2.97237, 1.25092], [-6.10528, -5.20132, 1.81760], [-4.03486, -5.98408, 0.71881], [0.24495, -4.27318, 1.66299], [-1.39851, -5.44092, 3.13287], [-3.24736, -4.11689, 4.14769], [-3.52469, -1.72817, 3.60762], [2.30448, 0.81788, -1.55704], [1.48235, 2.05043, -1.40081], [0.47302, 2.20249, -0.57734], [0.01610, 3.49007, -0.75584], [0.75404, 4.13864, -1.69384], [1.69488, 3.21295, -2.11075], [2.77094, 3.46610, -3.01531], [3.58650, 4.57605, -2.54387], [3.94707, 5.56448, -3.37755], [4.59738, 6.45509, -2.73248], [4.66323, 6.07075, -1.41437], [5.21804, 6.69894, -0.29639], [5.08193, 6.06285, 0.91402], [4.42174, 4.82037, 1.03270], [3.87284, 4.18584, -0.05580], [4.00297, 4.84876, -1.27976], [1.71158, -0.02267, -1.17274], [3.23947, 0.88860, -0.98777], [2.54396, 0.61593, -2.60369], [-0.82503, 3.85981, -0.19064], [0.70997, 5.13961, -2.09564], [2.41683, 3.73674, -4.00737], [3.36637, 2.56164, -3.08090], [5.72147, 7.65300, -0.38887], [5.48525, 6.52805, 1.80476], [4.33311, 4.35518, 2.00510], [3.35509, 3.23954, 0.04326]], "forces_ev_per_a": [[-0.232, -0.147, 0.053], [0.110, -0.279, 0.049], [-0.276, 0.113, -0.095], [0.223, 0.178, -0.092], [-0.310, -0.118, 0.278], [0.321, -0.120, -0.020], [-0.014, 0.046, -0.086], [-0.084, 0.038, -0.024], [0.125, 0.158, -0.064], [-0.027, -0.091, 0.023], [0.019, 0.063, 0.032], [0.000, -0.054, -0.005], [0.036, 0.022, -0.062], [-0.018, -0.011, 0.003], [0.014, 0.041, -0.024], [-0.050, -0.059, -0.170], [-0.101, 0.078, 0.115], [0.058, -0.032, -0.005], [0.052, 0.050, -0.074], [-0.004, -0.111, 0.046], [0.091, 0.023, 0.036], [-0.013, 0.103, 0.130], [-0.020, 0.013, -0.023], [0.001, 0.068, -0.076], [0.011, 0.014, 0.050], [0.000, 0.008, 0.049], [0.002, -0.029, 0.051], [0.021, -0.019, 0.032], [0.034, -0.016, 0.032], [0.020, -0.007, 0.011], [0.029, 0.006, -0.022], [-0.011, 0.026, 0.016], [-0.014, 0.006, -0.041], [0.002, 0.037, 0.003], [-0.051, -0.005, -0.037], [0.018, 0.013, -0.052], [-0.019, 0.082, -0.022], [-0.076, 0.170, 0.139], [0.166, 0.085, -0.188], [-0.012, -0.096, 0.143], [-0.062, -0.028, 0.002], [0.056, -0.045, -0.056], [-0.139, -0.040, 0.064], [-0.149, -0.117, -0.079], [-0.109, -0.187, -0.140], [0.188, 0.342, 0.056], [-0.101, -0.166, 0.090], [0.063, 0.099, 0.061], [0.077, 0.094, 0.048], [-0.031, -0.031, -0.105], [-0.056, -0.104, 0.165], [0.123, 0.046, -0.094], [-0.011, -0.027, 0.018], [-0.022, -0.008, -0.038], [-0.043, -0.018, 0.029], [0.029, -0.037, -0.047], [0.020, -0.103, 0.000], [0.052, 0.106, -0.067], [0.098, -0.066, -0.033], [-0.010, -0.025, 0.005], [0.007, -0.025, 0.006], [0.014, 0.017, 0.024], [-0.015, 0.073, -0.018]], "e_above_lowest_ev": 1.907, "homo_lumo_gap_ev": 3.430, "total_charge": -2}

***

{"formula": "C27H26AsN4SeV", "method": "ωB97M-V with the def2-TZVPD basis set", "symbols": ["V", "C", "C", "C", "C", "C", "C", "N", "N", "C", "C", "C", "C", "C", "C", "H", "H", "H", "H", "H", "H", "H", "H", "H", "Se", "N", "C", "C", "C", "C", "C", "C", "N", "H", "H", "H", "H", "C", "As", "C", "C", "C", "C", "C", "C", "C", "C", "H", "H", "H", "H", "H", "H", "H", "H", "H", "H", "H", "H", "H"], "positions_angstrom": [[-0.21632, 0.89115, -1.13990], [-4.38225, -2.71219, -1.38542], [-4.05879, -1.58489, -0.64315], [-2.79175, -1.03723, -0.77503], [-1.88229, -1.62387, -1.64058], [-2.18500, -2.74136, -2.39351], [-3.45226, -3.28419, -2.25156], [-0.61413, -0.94228, -1.71021], [0.35059, -1.47750, -2.28936], [1.53110, -0.66889, -2.39399], [2.58772, -1.29846, -3.03196], [3.76267, -0.59048, -3.23842], [3.85398, 0.72619, -2.81293], [2.79024, 1.35645, -2.16520], [1.60445, 0.67228, -1.92400], [-5.36733, -3.14997, -1.29085], [-4.77773, -1.14462, 0.03431], [-2.51246, -0.17155, -0.17369], [-1.45865, -3.16838, -3.07039], [-3.72418, -4.15996, -2.82489], [2.47440, -2.32252, -3.36470], [4.59932, -1.05949, -3.73822], [4.77099, 1.27551, -2.98702], [2.91464, 2.38312, -1.84383], [-0.41268, 3.42148, -2.55178], [-1.02996, 2.64250, -0.96570], [-2.16373, 3.27071, -0.63544], [-2.96636, 2.98032, 0.50111], [-4.08773, 3.72324, 0.67663], [-4.49700, 4.77066, -0.23285], [-3.76864, 5.07549, -1.32107], [-2.56360, 4.31649, -1.55878], [-1.80190, 4.51103, -2.60409], [-2.67650, 2.21928, 1.21184], [-4.70879, 3.53805, 1.54511], [-5.40465, 5.31753, -0.01719], [-4.04853, 5.85785, -2.01312], [-0.52640, 0.55365, 2.57827], [0.66995, 0.25266, 1.09526], [2.21546, 1.34520, 1.47985], [1.12224, -1.62283, 1.19142], [2.16668, -2.05180, 2.20263], [2.84923, -3.23881, 1.95022], [3.79037, -3.71680, 2.84840], [4.06453, -3.01538, 4.01486], [3.38608, -1.83950, 4.27907], [2.44208, -1.36214, 3.37779], [-1.46203, 0.02042, 2.42138], [-0.71521, 1.61958, 2.68676], [-0.05277, 0.17604, 3.47936], [2.32740, 1.46991, 2.55090], [2.07680, 2.32118, 1.01857], [3.10400, 0.87261, 1.06938], [1.42872, -1.90663, 0.18510], [0.16325, -2.11917, 1.36679], [2.64734, -3.79793, 1.04277], [4.31285, -4.64064, 2.63824], [4.80035, -3.38758, 4.71513], [3.58391, -1.28921, 5.18975], [1.91830, -0.45431, 3.63796]], "forces_ev_per_a": [[0.554, 0.032, 0.968], [0.002, -0.039, -0.034], [0.118, 0.040, -0.009], [-0.321, -0.025, 0.132], [0.829, 0.566, 0.193], [-0.168, -0.219, -0.057], [-0.021, -0.018, -0.011], [-0.912, -0.987, -0.658], [0.576, 0.097, -0.089], [-0.453, -0.298, 0.013], [0.207, 0.016, -0.031], [-0.006, -0.012, -0.003], [0.112, 0.035, -0.015], [-0.137, -0.125, 0.150], [-0.070, -0.208, -0.490], [0.029, -0.005, -0.015], [-0.006, -0.021, -0.020], [0.023, 0.016, -0.020], [0.007, 0.012, 0.005], [0.005, 0.009, -0.001], [-0.019, 0.019, 0.009], [-0.015, 0.012, 0.009], [-0.036, 0.012, 0.015], [-0.027, 0.045, 0.003], [-0.376, 0.374, 0.064], [-0.458, 1.121, -0.787], [0.181, -0.224, 0.190], [0.089, 0.089, -0.212], [-0.269, 0.258, -0.047], [-0.057, -0.230, 0.356], [0.337, -0.164, -0.117], [-0.472, 0.262, 0.141], [0.516, -0.277, -0.050], [0.040, -0.025, -0.021], [0.010, 0.011, -0.035], [0.002, -0.032, 0.030], [0.059, -0.032, -0.017], [-0.042, 0.026, 0.056], [0.038, 0.115, 0.275], [0.024, 0.043, -0.058], [0.091, -0.139, 0.101], [-0.074, -0.005, -0.077], [0.134, -0.015, -0.030], [0.019, -0.026, 0.006], [0.037, -0.080, -0.025], [-0.057, 0.068, -0.028], [0.004, -0.093, 0.091], [-0.028, -0.016, -0.003], [-0.016, 0.031, 0.022], [-0.082, 0.017, 0.105], [0.044, -0.008, 0.085], [0.014, 0.027, -0.016], [0.032, -0.033, -0.010], [0.104, -0.067, -0.009], [-0.037, -0.027, 0.052], [-0.010, 0.029, 0.019], [-0.012, 0.008, -0.009], [-0.011, -0.004, -0.019], [-0.006, -0.007, -0.017], [-0.037, 0.073, -0.051]], "homo_lumo_gap_ev": [5.871, 5.904], "multiplicity": 3, "total_charge": 2}

***

{"formula": "C27H26AsSTi", "method": "ωB97M-V with the def2-TZVPD basis set", "symbols": ["Ti", "C", "C", "C", "C", "C", "C", "C", "C", "C", "H", "H", "H", "H", "H", "H", "H", "H", "H", "H", "H", "H", "S", "C", "C", "C", "C", "C", "C", "As", "C", "C", "C", "C", "C", "C", "C", "C", "C", "C", "C", "C", "H", "H", "H", "H", "H", "H", "H", "H", "H", "H", "H", "H", "H", "H"], "positions_angstrom": [[-0.28390, -0.30920, 0.56727], [0.66717, 0.16456, 4.08228], [1.01393, -0.09197, 2.64807], [1.35719, 0.93506, 1.78393], [1.79214, 0.67301, 0.44580], [2.20356, 1.78651, -0.47729], [2.00384, -0.67092, 0.07780], [1.56675, -1.72813, 0.87125], [1.71384, -3.15331, 0.41617], [0.95926, -1.41638, 2.12642], [1.55974, 0.00514, 4.69042], [-0.10457, -0.51973, 4.43096], [0.32931, 1.18747, 4.23964], [1.32454, 1.96158, 2.12730], [1.48657, 1.92306, -1.28653], [3.17284, 1.56008, -0.92132], [2.29269, 2.72744, 0.06367], [2.41082, -0.88307, -0.90357], [1.04368, -3.37767, -0.41455], [1.50003, -3.84430, 1.22915], [2.73543, -3.32912, 0.07999], [0.61682, -2.22497, 2.75896], [-0.60869, -1.02019, -1.64233], [-2.02932, -0.22580, -2.37221], [-2.55957, -0.77164, -3.53963], [-3.65879, -0.19499, -4.15336], [-4.25641, 0.93601, -3.61390], [-3.74593, 1.48848, -2.44865], [-2.64257, 0.90843, -1.83173], [-1.84700, 1.69031, -0.26174], [-2.39973, 0.41070, 1.17298], [-2.29838, 0.86180, 2.50658], [-2.69596, 0.05044, 3.54588], [-3.16251, -1.24651, 3.29336], [-3.23240, -1.71013, 2.00090], [-2.85725, -0.87878, 0.93185], [-3.02069, 3.13114, 0.21001], [-2.60943, 4.42945, -0.06557], [-3.45853, 5.49869, 0.19880], [-4.71185, 5.27069, 0.74302], [-5.12245, 3.97254, 1.02244], [-4.28327, 2.90272, 0.75535], [-2.10043, -1.65305, -3.96855], [-4.04899, -0.63092, -5.06350], [-5.11281, 1.38634, -4.09683], [-4.20807, 2.37345, -2.03090], [-1.94446, 1.86646, 2.71119], [-2.65264, 0.42738, 4.55964], [-3.47231, -1.87611, 4.11679], [-3.59915, -2.70531, 1.78759], [-2.98699, -1.22543, -0.08603], [-1.63337, 4.63829, -0.48706], [-3.13106, 6.50594, -0.02096], [-5.37207, 6.10177, 0.95205], [-6.10104, 3.78941, 1.44607], [-4.62252, 1.89673, 0.96971]], "forces_ev_per_a": [[1.386, -0.251, -0.176], [-0.005, 0.013, -0.037], [-0.072, 0.061, -0.048], [0.006, 0.141, 0.176], [-0.332, -0.128, -0.051], [0.005, 0.062, -0.015], [-0.008, -0.109, -0.100], [-0.015, 0.113, -0.015], [-0.004, -0.005, 0.034], [-0.164, 0.047, -0.089], [-0.012, -0.009, 0.018], [0.003, -0.016, 0.011], [0.018, 0.007, -0.007], [0.004, -0.011, 0.036], [0.009, -0.022, -0.006], [0.003, 0.028, -0.013], [-0.024, 0.002, 0.000], [0.043, -0.011, 0.023], [0.004, 0.015, -0.011], [-0.021, -0.007, -0.014], [-0.011, -0.016, -0.019], [0.005, 0.016, 0.021], [-0.330, 0.088, 0.189], [0.036, 0.004, -0.054], [0.050, -0.075, -0.031], [-0.031, 0.031, -0.006], [0.035, 0.004, 0.049], [-0.034, -0.085, -0.160], [-0.017, 0.061, 0.112], [0.071, -0.315, 0.221], [-0.306, 0.406, -0.029], [-0.074, -0.051, -0.012], [0.041, 0.060, 0.004], [-0.007, 0.014, -0.013], [-0.049, -0.034, -0.066], [-0.109, -0.229, -0.021], [-0.088, 0.192, 0.055], [-0.037, 0.218, 0.013], [0.039, -0.054, -0.006], [-0.011, -0.019, 0.014], [0.010, -0.010, -0.002], [-0.039, 0.031, -0.017], [0.013, 0.005, 0.015], [-0.001, -0.007, 0.003], [-0.001, 0.000, 0.000], [0.022, 0.008, 0.044], [0.015, 0.001, -0.028], [-0.009, -0.035, 0.010], [-0.006, -0.006, -0.004], [0.002, -0.004, 0.030], [-0.058, 0.003, 0.003], [0.028, -0.132, -0.008], [-0.018, 0.006, 0.007], [0.004, 0.004, -0.003], [-0.003, 0.016, -0.002], [0.041, -0.013, -0.022]], "homo_lumo_gap_ev": [6.757, 6.777], "total_charge": 1}